{
  "formula": "C19H22N5OReS4Sb",
  "method": "the ωB97M-V functional and the def2-TZVPD basis",
  "charge": 1,
  "de_lowest_ev": 1.2641,
  "gap_ev": [6.4, 6.6],
  "spin_multiplicity": 3,
  "energy_ev": -81562.3636,
  "s2": 2.025,
  "species": ["Re", "N", "C", "S", "N", "N", "C", "C", "C", "C", "C", "C", "C", "C", "C", "C", "C", "C", "N", "H", "H", "H", "H", "H", "H", "H", "H", "H", "H", "H", "S", "Sb", "S", "S", "O", "C", "C", "C", "C", "C", "C", "N", "H", "H", "H", "H", "H", "H", "H", "H", "H", "H", "H"],
  "coordinates": [[7.2629, 11.5045, 7.3262], [9.8259, 10.5200, 10.8240], [9.2980, 11.0564, 9.7317], [7.5020, 10.9924, 9.6586], [10.0350, 11.6761, 8.8406], [9.1359, 12.2878, 8.0157], [9.3081, 13.5636, 7.7964], [10.4363, 14.2952, 8.3371], [11.7304, 14.0967, 7.7864], [12.7752, 14.9114, 8.1589], [12.5390, 15.9301, 9.0622], [11.2650, 16.1225, 9.6646], [10.1881, 15.3011, 9.2607], [8.2465, 14.2708, 7.0941], [8.4085, 15.5689, 6.6043], [7.3517, 16.1332, 5.9653], [6.1328, 15.4727, 6.0528], [6.0213, 14.2263, 6.4905], [7.1018, 13.5941, 7.0293], [9.3031, 10.0973, 11.5958], [10.7798, 10.6996, 11.0569], [11.8495, 13.2108, 7.1840], [13.7540, 14.6722, 7.7366], [13.3563, 16.5927, 9.3329], [11.0371, 16.9045, 10.3450], [9.2108, 15.4717, 9.5891], [9.3215, 16.1085, 6.7265], [7.3950, 17.1514, 5.5609], [5.2200, 15.9401, 5.8270], [5.1107, 13.6532, 6.5003], [4.9684, 12.9969, 3.5286], [5.5632, 11.1023, 4.4588], [8.1753, 11.2696, 5.3033], [5.0769, 11.2853, 7.1267], [7.3663, 9.3697, 7.2989], [7.8738, 8.3214, 7.6586], [7.2006, 7.0453, 7.4345], [8.1821, 5.9763, 6.8348], [9.2284, 6.4459, 5.8478], [10.4527, 7.1023, 6.5259], [10.1904, 8.4836, 7.1389], [9.1406, 8.2959, 8.1674], [6.2399, 7.2214, 6.8692], [6.8503, 6.6969, 8.4230], [7.5824, 5.1874, 6.3615], [8.6451, 5.5562, 7.7001], [8.8233, 7.2073, 5.1008], [9.5505, 5.5892, 5.1834], [11.3022, 7.1455, 5.7385], [10.8290, 6.4041, 7.2736], [9.7684, 9.1933, 6.3545], [11.0840, 8.8539, 7.6754], [9.2642, 7.4109, 8.6867]],
  "nbo_charge": [0.73, -0.78, 0.33, -0.06, -0.40, -0.30, 0.34, -0.13, -0.17, -0.20, -0.19, -0.19, -0.19, 0.15, -0.20, -0.11, -0.22, 0.07, -0.44, 0.42, 0.41, 0.22, 0.23, 0.23, 0.23, 0.22, 0.25, 0.24, 0.24, 0.25, -0.67, 1.07, -0.33, -0.27, -0.61, 0.79, -0.52, -0.40, -0.42, -0.42, -0.23, -0.65, 0.25, 0.26, 0.24, 0.20, 0.21, 0.24, 0.23, 0.20, 0.23, 0.23, 0.38]
}



{
  "formula": "C20H17N4O4RbS",
  "method": "the ωB97M-V functional and the def2-TZVPD basis",
  "de_lowest_ev": 0.0635,
  "gap_ev": 6.9,
  "spin_multiplicity": 1,
  "energy_ev": -46655.8882,
  "species": ["Rb", "O", "C", "O", "C", "C", "C", "C", "C", "N", "H", "H", "H", "H", "O", "N", "O", "C", "C", "C", "C", "C", "C", "N", "C", "C", "N", "C", "C", "C", "C", "H", "H", "H", "H", "H", "H", "H", "C", "S", "C", "H", "H", "H", "H", "H", "H"],
  "coordinates": [[-0.4296, -0.1045, -1.1340], [1.2164, 1.8053, -5.0647], [1.0236, 1.1254, -4.0558], [0.1382, 1.2648, -3.1693], [1.9998, -0.0558, -3.8492], [2.9909, -0.2793, -4.8025], [3.8724, -1.3292, -4.6349], [3.7436, -2.1372, -3.5131], [2.7305, -1.8440, -2.6175], [1.8734, -0.8331, -2.7671], [3.0261, 0.3934, -5.6471], [4.6499, -1.5200, -5.3643], [4.4058, -2.9728, -3.3324], [2.6008, -2.4564, -1.7296], [-0.3457, 2.0035, 7.1927], [-0.5794, 1.0082, 6.5413], [-1.0216, -0.0296, 6.9942], [-0.2390, 1.0429, 5.0988], [0.8569, 1.7531, 4.7820], [1.3155, 1.7881, 3.4276], [2.4668, 2.5065, 3.0593], [2.8595, 2.5050, 1.7489], [2.0914, 1.7760, 0.8284], [1.0121, 1.0935, 1.1485], [0.6131, 1.0933, 2.4353], [-0.5983, 0.3605, 2.7936], [-1.2685, -0.2566, 1.7993], [-2.3833, -0.8864, 2.0906], [-2.9233, -0.9405, 3.3805], [-2.2511, -0.3322, 4.4056], [-1.0376, 0.3302, 4.1322], [1.3972, 2.2797, 5.5559], [3.0222, 3.0513, 3.8125], [3.7320, 3.0463, 1.4124], [2.3757, 1.7576, -0.2195], [-2.8981, -1.3675, 1.2645], [-3.8572, -1.4557, 3.5550], [-2.6398, -0.3616, 5.4093], [-4.4040, -2.5876, -3.1448], [-3.0532, -1.6050, -2.4870], [-3.0266, -0.2659, -3.6985], [-5.3336, -2.0198, -3.1583], [-4.5346, -3.4550, -2.5000], [-4.1757, -2.9361, -4.1513], [-2.8452, -0.6525, -4.7000], [-2.2047, 0.4118, -3.4561], [-3.9637, 0.2880, -3.6715]],
  "nbo_charge": [0.94, -0.70, 0.74, -0.85, 0.10, -0.22, -0.17, -0.27, 0.02, -0.48, 0.25, 0.21, 0.22, 0.18, -0.36, 0.53, -0.37, 0.06, -0.14, -0.12, -0.12, -0.25, 0.07, -0.45, 0.25, 0.15, -0.43, 0.06, -0.25, -0.12, -0.10, 0.25, 0.22, 0.23, 0.21, 0.20, 0.23, 0.24, -0.74, 0.14, -0.75, 0.22, 0.23, 0.22, 0.22, 0.26, 0.21]
}



{
  "formula": "C34H22Cl5MoN3O2Te",
  "method": "the ωB97M-V functional and the def2-TZVPD basis",
  "charge": 2,
  "de_lowest_ev": 0.2553,
  "gap_ev": [5.1, 5.0],
  "spin_multiplicity": 3,
  "energy_ev": -115923.3318,
  "s2": 2.034,
  "species": ["Mo", "C", "O", "C", "C", "C", "C", "C", "C", "N", "N", "C", "C", "C", "C", "O", "C", "N", "C", "C", "C", "C", "H", "H", "H", "H", "H", "H", "H", "H", "H", "H", "H", "H", "Te", "C", "C", "C", "C", "C", "C", "C", "C", "C", "C", "C", "C", "H", "H", "H", "H", "H", "H", "H", "H", "H", "H", "Cl", "C", "C", "C", "Cl", "C", "Cl", "C", "Cl", "C", "Cl"],
  "coordinates": [[1.8169, 1.6248, -1.3023], [-4.5218, -0.4380, 6.1612], [-3.8641, -0.6329, 4.9082], [-2.6035, -1.0973, 4.9160], [-2.0292, -1.3074, 3.6545], [-0.7359, -1.7629, 3.5472], [0.0054, -2.0342, 4.6998], [-0.5872, -1.8985, 5.9460], [-1.8756, -1.4002, 6.0654], [1.3249, -2.5769, 4.6868], [2.1844, -2.1851, 3.8898], [2.0211, -1.0546, 3.0501], [1.8360, 0.2165, 3.5427], [1.8748, 1.3441, 2.7037], [2.0959, 1.1942, 1.3599], [2.1507, 2.2315, 0.4521], [2.2323, -0.1035, 0.8352], [2.3495, -0.2110, -0.5322], [2.6142, -1.3915, -1.0841], [2.7527, -2.5404, -0.3114], [2.5583, -2.4720, 1.0528], [2.2718, -1.2375, 1.6625], [-5.5062, -0.0511, 5.9212], [-3.9834, 0.2861, 6.7743], [-4.6216, -1.3825, 6.6975], [-2.6415, -1.1235, 2.7811], [-0.3148, -1.9567, 2.5683], [-0.0248, -2.1769, 6.8276], [-2.3081, -1.2814, 7.0465], [1.6664, 0.3555, 4.6018], [1.7588, 2.3362, 3.1208], [2.7031, -1.4211, -2.1628], [2.9950, -3.4738, -0.7980], [2.6418, -3.3580, 1.6703], [-0.8732, 1.0622, -0.7363], [-0.7587, -0.8325, -1.6289], [-0.1967, -0.9869, -2.8951], [-0.0880, -2.2588, -3.4391], [-0.5260, -3.3622, -2.7159], [-1.0765, -3.2005, -1.4528], [-1.1962, -1.9310, -0.8993], [-2.2878, 2.0198, -1.9530], [-3.0557, 2.9847, -1.3110], [-4.0498, 3.6339, -2.0307], [-4.2705, 3.3069, -3.3597], [-3.5075, 2.3251, -3.9799], [-2.5045, 1.6716, -3.2799], [0.1315, -0.1277, -3.4721], [0.3286, -2.3880, -4.4294], [-0.4471, -4.3519, -3.1457], [-1.4265, -4.0607, -0.8978], [-1.6393, -1.8089, 0.0816], [-2.8947, 3.2343, -0.2695], [-4.6544, 4.3879, -1.5455], [-5.0496, 3.8112, -3.9150], [-3.6971, 2.0606, -5.0115], [-1.9373, 0.8902, -3.7620], [4.8107, 1.7346, -1.4888], [4.1199, 2.0230, -3.0568], [2.7524, 2.2070, -3.0319], [2.0927, 2.4914, -4.2112], [0.3875, 2.7646, -4.0885], [2.7791, 2.5379, -5.4173], [1.9472, 2.8937, -6.8629], [4.1611, 2.2760, -5.4211], [5.0128, 2.2961, -6.8897], [4.8534, 1.9988, -4.2271], [6.5244, 1.6776, -4.2088]],
  "nbo_charge": [1.38, -0.26, -0.49, 0.42, -0.27, -0.21, -0.02, -0.14, -0.32, -0.03, -0.16, 0.12, -0.20, -0.17, 0.21, -0.62, 0.09, -0.50, 0.12, -0.27, -0.05, -0.04, 0.22, 0.19, 0.19, 0.22, 0.20, 0.24, 0.24, 0.26, 0.26, 0.23, 0.26, 0.27, 0.90, -0.32, -0.27, -0.19, -0.17, -0.20, -0.17, -0.30, -0.23, -0.18, -0.16, -0.20, -0.18, 0.22, 0.24, 0.25, 0.24, 0.22, 0.23, 0.24, 0.24, 0.24, 0.22, 0.11, 0.07, -0.45, -0.02, 0.08, -0.10, 0.13, -0.03, 0.15, -0.13, 0.13]
}



{
  "formula": "C19H42NO3P3V",
  "method": "the ωB97M-V functional and the def2-TZVPD basis",
  "charge": 3,
  "de_lowest_ev": 0.0000,
  "gap_ev": [5.0, 6.1],
  "spin_multiplicity": 3,
  "energy_ev": -81546.4433,
  "s2": 2.055,
  "species": ["V", "P", "P", "P", "H", "C", "C", "H", "C", "C", "C", "C", "C", "C", "C", "C", "C", "H", "H", "H", "H", "H", "H", "H", "H", "H", "H", "H", "H", "H", "H", "H", "H", "H", "H", "H", "H", "H", "H", "H", "H", "H", "H", "H", "H", "H", "C", "C", "C", "C", "C", "C", "O", "H", "H", "H", "H", "H", "H", "N", "C", "C", "O", "O", "H", "H", "H", "H", "H"],
  "coordinates": [[0.1008, 0.3517, 1.4061], [1.3167, 2.4882, 1.2635], [-2.0227, 1.2636, 1.8146], [2.3789, -0.3108, -2.4774], [-5.2908, -2.9913, -3.4121], [-4.4176, -3.6362, -3.5412], [-3.9630, -4.4555, -2.5815], [-4.4527, -4.5900, -1.6155], [0.9617, 3.3682, -0.3016], [0.8561, 3.5480, 2.6844], [3.1303, 2.3614, 1.4287], [-3.4162, 0.1269, 1.5207], [-2.1694, 1.7219, 3.5831], [-2.4867, 2.7412, 0.8294], [2.1470, -1.9451, -3.1564], [3.7574, -0.0902, -1.3717], [2.1323, 0.9139, -3.7659], [-3.9688, -3.6507, -4.5421], [-3.0901, -5.0818, -2.7832], [1.4231, 4.3690, -0.3055], [-0.1287, 3.4700, -0.4275], [1.3647, 2.7773, -1.1423], [1.5129, 4.4310, 2.6927], [1.0000, 2.9767, 3.6166], [-0.1963, 3.8590, 2.6226], [3.6373, 2.4796, 0.4581], [3.3844, 1.3768, 1.8600], [3.4502, 3.1602, 2.1177], [-4.3337, 0.5278, 1.9789], [-3.2041, -0.8613, 1.9582], [-3.5868, 0.0207, 0.4394], [-3.1133, 2.2545, 3.7561], [-1.3231, 2.3536, 3.8900], [-2.1826, 0.8028, 4.1883], [-3.5335, 3.0260, 1.0052], [-2.3674, 2.5022, -0.2377], [-1.8514, 3.5968, 1.0935], [2.9558, -2.0920, -3.8839], [1.1797, -2.0154, -3.6739], [2.1917, -2.7155, -2.3744], [4.6636, -0.4723, -1.8646], [3.5651, -0.6034, -0.4184], [3.9230, 0.9687, -1.1328], [2.3541, 0.4893, -4.7543], [2.7852, 1.7732, -3.5756], [1.0707, 1.2160, -3.7405], [-1.1180, -1.1192, -1.0660], [-1.6761, -0.2339, -2.0313], [-1.8956, -0.7387, -3.2988], [-1.5670, -2.0714, -3.5778], [-1.3876, -2.9670, -2.5128], [-1.3155, -2.5189, -1.2097], [-0.1959, -0.6721, -0.2569], [1.2143, -0.1818, -1.6913], [-1.6942, 0.8281, -1.8061], [-2.2969, -0.0786, -4.0695], [-1.6079, -2.4376, -4.6073], [-1.4058, -4.0381, -2.6853], [-1.2237, -3.1810, -0.3418], [1.8985, -1.2603, 5.1116], [2.5475, -1.5863, 3.7822], [1.6649, -0.9664, 2.7499], [2.0785, -0.6707, 1.5786], [0.4812, -0.6369, 3.1736], [2.2778, -0.3892, 5.5185], [2.0628, -1.9663, 5.8251], [0.8719, -1.1169, 4.9923], [3.5357, -1.1377, 3.6791], [2.6074, -2.6641, 3.6160]],
  "nbo_charge": [1.41, 0.83, 0.83, 1.32, 0.21, -0.38, -0.40, 0.21, -0.92, -0.92, -0.93, -0.93, -0.93, -0.92, -0.96, -0.98, -0.97, 0.20, 0.18, 0.28, 0.26, 0.25, 0.28, 0.25, 0.26, 0.26, 0.25, 0.27, 0.28, 0.26, 0.28, 0.28, 0.24, 0.26, 0.28, 0.25, 0.24, 0.28, 0.30, 0.28, 0.29, 0.28, 0.26, 0.29, 0.27, 0.28, 0.30, -0.31, -0.20, -0.20, -0.19, -0.26, -0.81, 0.02, 0.20, 0.24, 0.23, 0.24, 0.23, -0.68, -0.34, 0.75, -0.65, -0.77, 0.45, 0.47, 0.48, 0.28, 0.29]
}



{
  "formula": "C3H13NO4",
  "method": "the ωB97M-V functional and the def2-TZVPD basis",
  "de_lowest_ev": 7.9915,
  "gap_ev": 5.1,
  "spin_multiplicity": 1,
  "energy_ev": -12995.1739,
  "species": ["O", "C", "C", "C", "N", "H", "H", "H", "H", "H", "H", "H", "H", "H", "O", "H", "H", "O", "H", "H", "O"],
  "coordinates": [[1.0283, -1.5602, -0.3608], [0.1500, -0.7182, 0.0112], [0.3307, 0.7507, -0.8205], [-0.6942, 1.7160, -0.1912], [1.5823, 1.2521, -0.7113], [-0.8780, -1.1143, -0.1600], [0.2421, -0.4534, 1.0974], [-0.5996, 2.6955, -0.6688], [-1.6957, 1.3340, -0.2946], [-0.5189, 1.8063, 0.8664], [2.0966, 1.2355, -1.5735], [2.1970, 0.8796, 0.0835], [-3.8780, -1.1000, -0.7539], [0.1040, 0.5441, -1.8430], [-1.8588, -0.1211, 1.5318], [3.5635, -0.9149, 1.1927], [2.0194, -1.1924, 0.2305], [2.7481, -0.5150, 0.8775], [-2.2131, -0.3589, 2.4126], [-2.7012, -0.5114, 0.1266], [-3.0514, -0.6195, -0.8026]],
  "nbo_charge": [-0.46, -0.02, 0.06, -0.59, -0.64, 0.28, 0.28, 0.23, 0.26, 0.25, 0.38, 0.47, 0.47, 0.22, -0.99, 0.49, 0.48, -1.09, 0.45, 0.51, -1.01]
}



{
  "formula": "C14H27F6FeGeNO7S2",
  "method": "the ωB97M-V functional and the def2-TZVPD basis",
  "charge": 1,
  "gap_ev": [11.2, 8.0],
  "spin_multiplicity": 6,
  "energy_ev": -159651.5436,
  "s2": 8.759,
  "species": ["Fe", "C", "C", "C", "C", "O", "Ge", "O", "C", "C", "C", "C", "O", "C", "C", "C", "C", "H", "H", "H", "H", "H", "H", "H", "H", "H", "H", "H", "H", "H", "H", "H", "H", "H", "H", "H", "H", "H", "H", "H", "H", "H", "H", "H", "F", "C", "F", "F", "S", "O", "O", "N", "S", "O", "O", "C", "F", "F", "F"],
  "coordinates": [[0.0124, 0.1092, 0.5035], [-1.1223, -3.5961, -0.6404], [0.1414, -2.7611, -0.7083], [1.0182, -2.9556, 0.5153], [0.9222, -3.0093, -1.9877], [-0.3122, -1.3533, -0.7158], [0.0262, -0.0031, -2.1355], [1.4114, 0.4727, -0.8358], [2.3880, 1.5699, -0.9596], [2.2823, 2.1448, -2.3614], [3.7468, 0.9462, -0.7055], [2.0376, 2.6157, 0.0860], [-1.0264, 1.0797, -0.8117], [-2.4638, 1.4063, -0.9009], [-3.1827, 0.6746, 0.2170], [-2.5524, 2.9129, -0.7439], [-2.9648, 0.9549, -2.2617], [-0.8682, -4.6566, -0.6205], [-1.7545, -3.4132, -1.5095], [-1.6860, -3.3635, 0.2632], [1.3856, -3.9822, 0.5383], [0.4528, -2.7969, 1.4358], [1.8845, -2.2914, 0.4932], [1.2762, -4.0403, -2.0078], [1.8017, -2.3624, -2.0438], [0.2991, -2.8636, -2.8724], [2.5084, 1.3926, -3.1200], [3.0020, 2.9547, -2.4814], [1.2891, 2.5648, -2.5443], [3.9659, 0.1821, -1.4515], [3.7789, 0.4931, 0.2854], [4.5255, 1.7080, -0.7576], [1.0272, 3.0008, -0.0718], [2.7272, 3.4576, 0.0125], [2.1285, 2.2088, 1.0942], [-2.8346, 1.0048, 1.1969], [-3.0501, -0.4056, 0.1324], [-4.2513, 0.8865, 0.1638], [-2.1407, 3.2247, 0.2164], [-3.5941, 3.2331, -0.7855], [-2.0070, 3.4172, -1.5417], [-2.8780, -0.1287, -2.3787], [-2.4293, 1.4555, -3.0706], [-4.0205, 1.2069, -2.3641], [-1.2485, 1.6249, 4.3448], [-0.2012, 1.5809, 3.5545], [-0.5072, 2.1620, 2.3694], [0.8275, 2.2104, 4.0673], [0.2081, -0.1875, 3.0924], [-0.9489, -0.5344, 2.2075], [1.3069, 0.0387, 2.1125], [0.4427, -1.1455, 4.2001], [0.8040, -0.9403, 5.7924], [0.8777, 0.4474, 6.1000], [1.8178, -1.8646, 6.1363], [-0.7885, -1.5659, 6.4885], [-0.7143, -1.4941, 7.8067], [-1.7877, -0.8037, 6.0501], [-0.9920, -2.8174, 6.1108]],
  "nbo_charge": [1.91, -0.63, 0.27, -0.65, -0.65, -0.96, 1.44, -0.98, 0.27, -0.64, -0.63, -0.65, -0.97, 0.27, -0.64, -0.62, -0.64, 0.23, 0.22, 0.22, 0.25, 0.22, 0.22, 0.25, 0.22, 0.22, 0.22, 0.25, 0.22, 0.22, 0.23, 0.23, 0.22, 0.24, 0.22, 0.22, 0.22, 0.24, 0.22, 0.23, 0.22, 0.22, 0.22, 0.25, -0.27, 0.77, -0.33, -0.27, 2.20, -0.98, -0.98, -1.17, 2.25, -0.90, -0.85, 0.74, -0.29, -0.31, -0.29]
}